1.
# C3H15NO4

A cluster of 4 separate species, C3H15NO4 in total in a non-equilibrium geometry (ωB97M-V/def2-TZVPD, the OMol25 dataset).

HOMO energy (spin up / spin down)	-14.18 / -14.17	eV
ΔE to the lowest compared entry with this formula, charge and spin	80.5	kcal per mole
charge	+1
spin multiplicity	2
frontier orbital gap (spin up / spin down)	10.336 / 4.476	eV

Atoms and positions in Å:
C  -0.166  -1.148  0.259
C  -0.816  0.194  0.371
C  -0.345  0.915  1.671
O  -2.207  0.150  0.114
N  -0.539  -1.792  -1.002
H  0.959  -1.093  0.290
H  -0.327  -1.821  1.141
H  -0.644  0.776  -0.659
H  -0.550  1.972  1.747
H  -0.865  0.374  2.574
H  0.750  0.660  1.690
H  -2.518  -0.719  0.418
H  -1.127  -1.083  -1.448
H  -1.203  -2.577  -0.860
H  3.725  -0.301  0.301
H  3.618  0.216  1.694
O  3.132  -0.316  1.036
H  -1.869  2.060  -0.125
H  -3.345  2.649  -0.281
O  -2.418  2.821  -0.172
H  2.052  0.079  -3.109
H  2.052  -1.373  -2.730
O  2.650  -0.644  -2.921

Forces on the atoms, in the same order (eV/Å):
1.319 -1.887 -0.186
0.384 3.251 -2.531
-0.041 -2.776 0.724
-0.767 -2.288 0.847
-2.817 0.970 2.993
-0.169 0.508 0.048
-0.118 0.071 -0.737
1.394 -0.623 2.283
-0.070 0.151 -0.344
0.994 1.012 -1.604
-0.877 0.743 0.407
-0.686 0.602 0.386
0.590 0.184 -1.466
1.320 -0.647 -0.599
0.550 -0.129 -1.043
-0.499 -0.388 -0.198
-0.284 0.451 1.103
-0.523 -0.668 -0.069
-0.322 -0.766 -0.038
0.601 2.230 0.017
0.038 0.423 -0.234
0.216 -0.236 -0.153
-0.234 -0.189 0.394

---

2.
# C3H16F2N2O11

A cluster of 8 separate species, C3H16F2N2O11 in total in a non-equilibrium geometry (ωB97M-V/def2-TZVPD, the OMol25 dataset).

HOMO energy	-11.09	eV
frontier orbital gap	10.604	eV

Atoms and positions in Å:
N  -3.065  -0.803  -0.207
C  -2.496  0.312  -0.916
O  -2.890  0.671  -1.962
O  -1.379  0.943  -0.268
N  -0.870  0.001  0.620
C  0.268  -0.679  0.116
O  1.236  -0.926  0.714
F  0.179  -1.120  -1.175
C  -0.681  0.509  1.949
O  -0.656  -0.256  2.822
F  -0.588  1.812  2.254
H  -2.620  -1.660  -0.540
H  -4.062  -0.848  -0.415
O  -2.871  -2.037  -3.380
H  -2.883  -2.249  -4.320
H  -2.670  -1.093  -3.355
O  0.712  3.181  4.690
H  1.139  2.857  3.885
H  -0.037  2.588  4.811
O  1.984  0.902  3.489
H  2.166  0.043  3.091
H  1.691  0.689  4.383
O  3.856  -1.739  -1.088
H  3.322  -1.722  -0.284
H  3.205  -1.745  -1.800
O  1.057  1.582  -2.848
H  0.268  2.122  -2.978
H  0.714  0.740  -2.529
O  -2.814  3.788  -0.294
H  -2.662  4.169  0.579
H  -2.188  3.058  -0.345
O  4.314  -4.684  -1.551
H  5.275  -4.644  -1.491
H  4.049  -3.760  -1.659

Forces on the atoms, in the same order (eV/Å):
0.589 0.806 0.008
-0.739 -1.782 0.944
0.326 1.562 -0.734
-1.313 -1.127 -1.156
1.552 1.544 -0.381
-0.068 -0.136 -0.852
1.033 -0.300 1.050
-1.127 0.942 0.927
-0.268 0.051 0.895
0.141 -1.432 1.295
-0.362 -0.359 -2.029
-0.168 0.094 0.312
0.359 0.036 -0.350
0.132 0.162 -0.026
-0.008 -0.087 0.094
-0.162 -0.025 0.001
-0.062 -0.056 -0.044
0.016 -0.001 0.130
0.011 0.105 -0.022
0.077 -0.247 0.002
0.026 0.099 -0.066
0.058 0.108 -0.016
-0.231 -0.151 -0.133
0.052 0.004 -0.021
0.050 0.214 0.028
-0.185 -0.080 0.124
0.087 0.016 -0.022
0.045 0.043 -0.118
0.046 -0.119 0.144
-0.027 0.034 -0.083
0.020 0.138 -0.031
-0.009 -0.010 -0.139
-0.081 -0.004 0.009
0.189 -0.039 0.260

---

3.
# C3H16HgO6

A structure of composition C3H16HgO6 in a non-equilibrium geometry (ωB97M-V/def2-TZVPD, the OMol25 dataset).

HOMO energy	-7.16	eV
ΔE to the lowest compared entry with this formula, charge and spin	12.6	kcal per mole
frontier orbital gap	6.714	eV

Atoms and positions in Å:
Hg  0.465  0.146  0.501
C  -2.088  -0.538  -2.862
C  -1.645  -1.433  -1.711
O  -1.456  -0.799  -0.462
H  -2.397  -1.074  -3.766
H  -1.344  0.177  -3.219
H  -2.978  0.045  -2.604
H  -0.593  -1.690  -1.912
H  -2.301  -2.297  -1.572
C  -1.266  1.846  2.423
O  -0.235  0.868  2.557
H  -1.460  2.034  1.358
H  -2.175  1.360  2.785
H  -0.999  2.828  2.828
O  2.653  0.110  1.375
H  3.152  -0.705  1.504
H  3.064  0.753  1.966
O  1.100  2.451  0.087
H  0.803  3.324  0.368
H  1.915  2.611  -0.403
O  0.766  -1.994  1.619
H  0.649  -2.116  2.570
H  0.586  -2.858  1.231
O  1.748  -0.724  -1.364
H  2.682  -0.783  -1.595
H  1.356  -1.541  -1.702

Forces on the atoms, in the same order (eV/Å):
-3.264 -0.147 0.799
-0.874 0.358 -0.411
2.052 1.274 0.944
-0.005 0.720 0.337
0.155 -0.436 0.136
0.256 -0.038 0.430
0.076 0.012 0.305
-0.339 -1.243 -1.013
0.040 -0.134 -0.241
0.764 -1.505 -1.178
0.565 0.376 -0.961
-0.263 0.199 -0.051
-0.311 0.776 0.475
-0.227 -0.095 0.642
1.343 0.082 0.170
-0.234 -0.083 -0.009
-0.337 0.083 0.037
0.535 0.724 -0.362
-0.211 -0.176 0.155
-0.070 -0.036 -0.037
0.503 -1.055 0.346
-0.178 0.329 -0.046
-0.215 0.137 -0.059
0.446 -0.401 -0.524
-0.010 0.111 0.124
-0.199 0.169 -0.011

---

4.
# C3H16MgN2O6

A structure of composition C3H16MgN2O6 in a non-equilibrium geometry (ωB97M-V/def2-TZVPD, the OMol25 dataset).

HOMO energy	-7.02	eV
ΔE to the lowest compared entry with this formula, charge and spin	0.0	kcal per mole
frontier orbital gap	6.816	eV

Atoms and positions in Å:
Mg  -0.044  -0.273  -0.231
C  -2.494  -1.666  -1.395
O  -1.632  -1.530  -0.303
H  -3.504  -2.039  -1.223
H  -2.657  -0.809  -2.048
H  -2.049  -2.401  -2.065
C  1.055  0.680  -3.158
O  0.829  0.531  -1.804
H  0.287  0.200  -3.765
H  1.019  1.734  -3.432
H  1.967  0.162  -3.456
C  0.788  -0.189  2.675
O  0.763  -0.200  1.450
N  1.452  -0.954  3.432
N  0.217  0.798  3.349
H  1.363  -0.873  4.435
H  2.094  -1.564  2.945
H  0.382  0.913  4.339
H  -0.264  1.478  2.777
O  -1.284  1.065  0.744
H  -1.014  1.943  1.014
H  -2.240  1.093  0.760
O  1.207  -1.967  -0.622
H  1.819  -2.325  -1.265
H  1.524  -2.295  0.219
O  0.311  3.106  -0.910
H  -0.615  3.037  -1.141
H  0.718  2.344  -1.322

Forces on the atoms, in the same order (eV/Å):
-1.095 -1.005 -2.747
1.113 -0.702 -0.158
-0.266 1.288 0.074
-0.285 -0.142 0.776
0.186 0.824 0.063
-0.039 -0.400 -0.513
-0.660 -0.554 0.475
-0.447 0.314 1.168
-0.460 -0.157 -0.195
0.535 0.236 -0.400
0.575 0.402 -0.232
-1.483 3.520 -1.446
1.300 -1.056 0.242
2.866 -4.027 1.774
-1.543 1.709 0.371
0.468 -0.469 -0.374
-0.020 -0.293 0.786
-0.298 0.360 -0.444
-0.006 -0.101 0.748
-0.577 0.768 0.349
0.364 0.548 -0.441
-0.384 -0.524 -0.269
0.328 -0.429 0.370
-0.011 0.255 -0.427
-0.042 -0.212 0.244
-0.307 1.249 0.845
-0.114 -0.051 -0.265
0.306 -1.353 -0.375

---

Energy per entry: -478.60137 -1260.74056 -728.59800 -885.01998 hartree